[1]
75
Properties=species:S:1:pos:R:3:forces:R:3 method="wB97M-V/def2-TZVPD" charge=0 lumo_ev=-1.1 orbital_gap_ev=8.16 fmax_ha_per_bohr=0.0603 smiles="COCCC[SiH2][C@H](I)[C@@H](C)I.O=C1c2ccccc2C(=O)c2ccccc21.O=C1c2ccccc2C(=O)c2ccccc21"
C -7.30432 6.79017 -6.17178 0.2 1.6 1.1
O -6.36749 5.92651 -6.89528 -1.7 -1.0 1.4
C -6.76415 4.51789 -6.91068 -1.3 -1.2 -1.3
C -5.55957 3.42322 -6.81214 0.3 -0.3 0.2
C -4.04422 4.01016 -6.67927 0.5 -0.4 -1.4
Si -3.22232 3.79532 -4.95065 0.0 0.4 -1.1
C -2.47398 2.06104 -4.59866 1.1 -0.4 2.9
I -2.24596 0.75901 -6.33899 -0.1 0.6 0.5
C -3.27771 1.32686 -3.32888 -1.0 -1.1 -1.6
C -3.23667 -0.31176 -3.39559 -0.1 -0.1 0.8
I -2.38544 1.95142 -1.40196 -0.5 -0.1 -1.0
H -8.09106 6.24373 -5.50305 1.5 0.6 -1.4
H -7.89388 7.55796 -6.85171 1.3 -1.8 1.0
H -6.64345 7.45791 -5.43489 -1.4 -1.4 -1.6
H -7.57176 4.21702 -6.10012 1.7 1.1 -1.4
H -7.30168 4.33241 -7.96037 1.0 0.4 2.2
H -5.59072 2.72105 -7.77029 -0.1 1.5 2.2
H -5.77026 2.75418 -5.84987 0.4 1.3 -2.1
H -3.89742 5.13063 -6.98911 -0.7 -2.1 0.5
H -3.37423 3.38389 -7.44503 -1.3 1.4 1.6
H -2.10803 4.76982 -4.89153 0.1 -0.1 0.0
H -4.12561 4.17957 -3.84011 -0.1 -0.3 0.0
H -1.37369 2.24976 -4.17446 -2.3 -0.6 -1.2
H -4.40149 1.69069 -3.31138 2.4 -0.7 0.1
H -3.64621 -0.76097 -2.37489 1.0 1.1 -2.1
H -2.11003 -0.65236 -3.54498 -2.5 0.6 0.3
H -3.94232 -0.74683 -4.23645 1.6 1.1 1.5
C -3.94624 -1.69357 6.89110 0.3 -0.1 -0.2
C -4.51154 -0.63235 6.18452 0.2 0.0 -0.3
C -4.03091 -0.30319 4.91608 -0.1 -0.1 0.3
C -2.97290 -1.03013 4.35694 -0.4 0.1 0.5
C -2.39156 -2.07533 5.07369 -0.4 0.1 0.5
C -2.88703 -2.41548 6.33921 -0.2 0.2 0.1
C -1.24277 -2.81686 4.51470 0.6 -1.1 0.7
O -0.73381 -3.73744 5.14216 -0.3 0.5 -0.3
C -0.71106 -2.42744 3.19344 0.5 -0.1 -0.5
C 0.41386 -3.08379 2.67713 0.1 0.1 -0.3
C 0.91513 -2.73076 1.42237 -0.2 -0.1 0.3
C 0.29076 -1.73064 0.67753 -0.3 0.1 0.2
C -0.82665 -1.07128 1.19183 0.3 -0.1 -0.1
C -1.32240 -1.41403 2.45677 0.4 -0.1 -0.5
C -2.48290 -0.68632 3.00725 -0.6 1.1 -0.8
O -3.02942 0.19596 2.35526 0.3 -0.5 0.4
H -4.32685 -1.95602 7.87577 0.1 0.0 -0.2
H -5.32870 -0.06161 6.62006 0.1 -0.1 -0.1
H -4.48056 0.52322 4.36813 0.2 -0.3 0.0
H -2.44711 -3.23904 6.89891 0.0 0.2 -0.3
H 0.90533 -3.86794 3.25088 -0.3 0.2 0.0
H 1.79187 -3.23810 1.02564 -0.1 0.1 0.1
H 0.67664 -1.46041 -0.30303 -0.1 0.0 0.2
H -1.30590 -0.28814 0.60669 0.0 -0.2 0.3
C 6.88126 1.67097 3.09444 0.1 -0.3 0.0
C 5.57577 1.45768 2.65262 0.0 -0.4 -0.1
C 5.17622 0.18431 2.24375 0.1 0.3 0.1
C 6.08883 -0.87736 2.26520 -0.1 0.6 0.1
C 7.40078 -0.65865 2.68365 -0.1 0.6 0.1
C 7.79499 0.61619 3.11037 -0.2 0.2 0.0
C 8.38521 -1.75981 2.66341 1.4 0.3 0.5
O 9.53694 -1.56936 3.03419 -0.7 -0.1 -0.2
C 7.96414 -3.09058 2.18193 0.2 -0.6 -0.2
C 8.90172 -4.12862 2.10282 -0.1 -0.3 -0.1
C 8.50885 -5.39391 1.66119 0.0 0.4 0.1
C 7.18044 -5.62824 1.30723 -0.2 0.3 0.1
C 6.24554 -4.59453 1.37973 0.2 -0.2 0.0
C 6.64078 -3.32054 1.80877 0.1 -0.6 -0.1
C 5.65238 -2.22469 1.84789 -1.4 -0.2 -0.4
O 4.48569 -2.42860 1.53256 0.6 0.1 0.2
H 7.19016 2.66129 3.42180 0.0 -0.2 -0.1
H 4.86720 2.28261 2.62822 0.1 -0.2 0.0
H 4.15398 0.02411 1.90499 0.3 -0.1 0.1
H 8.81386 0.79139 3.45130 -0.2 -0.2 -0.1
H 9.94018 -3.95486 2.38032 -0.3 0.1 0.0
H 9.23962 -6.19711 1.59554 -0.1 0.2 0.0
H 6.87258 -6.61564 0.97008 0.0 0.2 0.1
H 5.21127 -4.78366 1.09709 0.2 0.2 0.1


[2]
90
Properties=species:S:1:pos:R:3:forces:R:3 method="wB97M-V/def2-TZVPD" charge=-2 lumo_ev="3.6 / 3.6" spin_multiplicity=5 orbital_gap_ev="6.83 / 7.25" fmax_ha_per_bohr=0.0677
Cr -0.76852 -1.23481 0.41038 -0.3 -0.2 0.0
C -1.73351 2.24828 -0.60060 -0.2 2.0 0.0
C -2.26434 1.54362 -1.83209 -0.2 -0.1 -0.5
C -2.44020 2.21588 -3.06043 -0.6 -1.6 0.8
C -2.92409 1.54591 -4.19282 0.7 -0.6 0.7
C -3.07053 0.16285 -4.11349 -0.4 -0.7 -0.5
C -2.90021 -0.52638 -2.90549 0.2 -0.9 -0.1
C -2.93880 -2.04571 -2.91256 -1.9 0.9 -1.9
C -2.58740 0.15216 -1.74467 0.9 1.9 0.6
N -2.47462 -0.42487 -0.43089 1.3 0.3 -2.5
C -3.62427 -0.60242 0.14538 -3.0 -1.2 1.2
O -4.78956 -0.45206 -0.27098 0.7 0.4 -0.4
C -3.50120 -1.12098 1.55678 0.4 1.4 -0.8
C -4.38559 -0.77639 2.53386 -1.3 -0.2 1.6
C -4.03602 -1.08996 3.86581 0.1 0.0 -0.8
C -2.81895 -1.71398 4.11738 0.0 0.0 0.0
C -1.93918 -1.91040 3.03920 1.5 0.0 1.4
N -2.29109 -1.59146 1.82624 0.2 -0.1 -0.5
C -0.40088 -2.34816 3.14741 -2.5 0.2 -1.6
O -0.07558 -2.96515 4.12985 1.0 -0.5 1.1
N 0.25714 -2.08220 1.99023 0.1 -0.2 0.8
C 1.52994 -2.64424 1.77676 2.0 -0.8 -0.6
C 1.70106 -4.00267 1.36269 -1.0 1.2 -0.6
C 0.47836 -4.83985 1.39342 -0.7 0.5 -0.1
C 2.88499 -4.47136 0.80222 -1.8 -0.4 0.8
C 3.95616 -3.64926 0.78495 1.2 0.0 0.1
C 3.89455 -2.38577 1.29132 -0.6 1.2 0.5
C 2.69696 -1.83726 1.78457 -0.4 -1.6 -1.0
C 2.55802 -0.45835 2.24436 -0.2 0.6 0.3
H -1.41618 3.36287 -0.75977 -0.5 -2.0 -0.1
H -0.89198 1.72578 -0.17199 0.4 -0.2 0.0
H -2.47470 2.28793 0.21051 0.0 -0.1 -0.3
H -2.27962 3.25976 -3.08743 0.3 1.0 -0.1
H -3.03298 2.08383 -5.11860 -0.2 0.0 -0.2
H -3.34661 -0.50618 -4.97710 0.3 1.1 0.7
H -2.69898 -2.37571 -3.93812 -0.1 0.0 0.3
H -3.93022 -2.45831 -2.66394 0.2 0.3 0.0
H -2.25881 -2.48961 -2.27568 1.6 -0.7 1.5
H -5.36299 -0.27507 2.36060 1.1 -0.4 -0.3
H -4.70626 -0.77083 4.66369 0.3 -0.2 -0.1
H -2.54052 -1.94484 5.14101 0.2 0.0 -0.3
H 0.49667 -5.69420 0.73997 0.1 -0.4 -0.3
H -0.43480 -4.24795 1.22131 0.4 -0.1 -0.4
H 0.35898 -5.13510 2.40570 -0.2 -0.8 1.1
H 2.88490 -5.48580 0.43235 0.2 -0.1 -0.1
H 4.91441 -4.00086 0.49234 0.7 -0.4 -0.6
H 4.80851 -1.80599 1.24213 -0.1 0.3 0.2
H 3.53559 -0.09209 2.55956 -0.2 0.4 0.0
H 1.83788 -0.50125 3.05385 0.2 0.4 0.5
H 2.06623 0.18505 1.50366 0.4 0.0 -0.1
F -2.58345 1.08990 8.38485 -0.2 0.2 0.0
C -3.54288 0.60067 7.56023 1.8 0.4 0.4
F -4.22984 -0.26436 8.30440 -0.6 -0.1 -0.4
F -2.86209 -0.07125 6.60908 -0.8 0.1 0.2
S -4.48722 2.04546 6.85463 0.1 0.4 2.1
O -5.37882 1.46613 5.92841 -0.8 -0.9 -1.7
O -5.07822 2.68795 7.99049 0.1 -0.2 0.5
N -3.34016 2.95185 6.33872 0.3 -0.2 -1.1
S -2.94940 2.87672 4.78692 0.0 0.3 0.1
O -3.84738 3.63559 3.95702 0.4 0.0 0.1
O -2.48938 1.60337 4.31757 0.0 0.0 0.0
C -1.41142 3.89916 4.97720 1.0 -0.5 1.7
F -0.86853 4.18093 3.79285 -0.4 0.5 0.4
F -1.66843 4.97507 5.74357 -0.2 0.6 -1.3
F -0.43940 3.27346 5.71589 -0.7 -0.3 -0.9
C 3.75857 3.39609 -5.12137 -0.6 0.5 -0.8
C 4.32962 1.96664 -5.21839 0.1 0.7 0.7
C 4.41758 1.51083 -6.69620 -0.9 1.7 0.6
C 5.75040 2.05364 -4.61464 -1.1 0.2 0.1
C 3.56082 0.98504 -4.32215 0.4 -1.2 -1.1
C 3.74765 -0.36085 -4.64667 -0.8 -0.9 0.4
C 3.02969 -1.39936 -4.01931 0.4 -0.4 0.7
C 2.23295 -1.04279 -2.94822 -0.5 -0.5 0.0
O 1.35910 -1.80813 -2.20358 0.5 0.4 -0.3
B 0.76558 -0.93493 -1.23965 -0.1 -0.2 0.6
O 1.35777 0.34942 -1.40919 0.4 0.2 -1.0
C 2.18130 0.26809 -2.51653 -0.9 -1.0 0.8
C 2.76740 1.26722 -3.21329 0.5 0.8 -0.5
H 4.39483 4.04206 -5.77353 -0.4 -0.2 0.7
H 3.67778 3.80164 -4.09924 0.6 -0.2 -0.3
H 2.72065 3.51606 -5.50475 0.5 -0.5 0.0
H 4.79865 2.36661 -7.32552 -0.4 -0.9 0.5
H 3.42174 1.16785 -7.00311 0.3 0.2 -0.3
H 5.09171 0.70046 -6.73047 0.8 -0.9 -0.5
H 6.28072 2.89870 -5.00628 0.5 0.4 -0.4
H 6.32294 1.14954 -4.71288 0.2 -0.5 -0.1
H 5.54761 2.22749 -3.57290 0.5 0.1 0.7
H 4.42221 -0.65385 -5.42591 0.2 0.0 -0.3
H 3.16768 -2.48177 -4.21615 -0.1 0.9 -0.3
H 2.55045 2.24719 -2.89475 0.0 1.2 0.2


[3]
79
Properties=species:S:1:pos:R:3:forces:R:3 method="wB97M-V/def2-TZVPD" charge=0 lumo_ev=-0.3 orbital_gap_ev=6.73 fmax_ha_per_bohr=0.0411
Ti 0.42031 0.52251 -0.56531 -0.2 1.8 -1.1
Cl 7.12677 0.77757 1.04426 -0.1 0.0 -0.1
C 5.63010 0.31358 0.29639 0.1 0.1 0.2
C 4.44493 0.76404 0.87094 0.1 0.0 0.1
C 3.23375 0.41966 0.30207 -0.4 0.1 0.1
N 1.95201 0.83190 0.73774 0.3 -0.2 0.2
C 1.70567 1.46765 1.90955 -0.1 -0.1 -0.3
O 2.47853 1.73640 2.81475 0.1 0.0 0.1
C 0.24040 1.87645 2.04177 0.4 -0.2 -0.3
C -0.20215 2.52401 3.17475 0.0 0.1 0.1
C -1.53338 2.89547 3.25242 0.0 0.0 0.1
C -2.37427 2.60527 2.19088 -0.1 0.0 -0.1
C -1.85465 1.95059 1.09178 0.0 0.0 0.0
N -0.57022 1.59606 1.01000 -0.1 0.0 0.5
C 3.20937 -0.38415 -0.86096 -0.4 0.0 -0.2
C 4.39173 -0.83329 -1.41782 0.1 -0.1 0.0
C 5.60455 -0.47935 -0.83454 0.0 -0.1 -0.2
Cl 7.06446 -1.06704 -1.57255 -0.1 0.1 0.1
N 1.90853 -0.60873 -1.36992 0.4 -0.3 -0.1
C 1.62899 -1.39676 -2.43508 -0.1 0.2 0.1
O 2.36594 -2.14598 -3.05683 0.1 0.0 -0.1
C 0.17130 -1.27157 -2.86876 0.4 0.0 0.2
C -0.28557 -1.94206 -3.98516 -0.1 -0.1 0.0
C -1.61380 -1.79989 -4.35051 0.1 -0.1 -0.1
C -2.43813 -0.99435 -3.58261 -0.1 0.1 0.1
C -1.90276 -0.34495 -2.48713 0.0 0.0 -0.1
N -0.61769 -0.46525 -2.14318 -0.3 -0.6 -0.2
H 4.47606 1.37282 1.76071 0.0 0.0 0.0
H 0.51659 2.71533 3.95942 0.0 0.0 0.0
H -1.91242 3.40368 4.12975 0.0 0.0 0.0
H -3.42139 2.87281 2.20145 0.0 0.0 0.0
H -2.48629 1.71523 0.24210 0.0 0.0 0.0
H 4.37696 -1.45852 -2.29638 0.0 0.0 0.0
H 0.41882 -2.55669 -4.52810 0.0 0.0 0.0
H -2.00231 -2.30928 -5.22277 0.0 0.0 0.0
H -3.48267 -0.85320 -3.82371 0.0 0.0 0.0
H -2.51743 0.31380 -1.88161 0.0 0.0 0.0
C -1.81101 -2.81851 -0.11901 0.0 -0.2 0.0
P -0.78812 -1.66186 0.85060 0.2 0.2 -0.1
C -1.89851 -1.20058 2.21605 0.0 0.0 0.1
C -3.27291 -1.06525 2.01943 -0.1 0.0 0.0
C -4.10048 -0.65207 3.05527 0.1 0.0 0.0
C -3.55936 -0.35030 4.29828 0.0 0.0 0.0
C -2.19072 -0.46446 4.49857 0.0 0.0 0.0
C -1.36514 -0.88813 3.46612 0.0 0.1 0.0
C 0.42180 -2.77961 1.62579 -0.1 -0.1 0.1
C 1.77182 -2.64304 1.32495 0.0 -0.1 0.1
C 2.70743 -3.52367 1.85748 -0.1 0.0 0.0
C 2.29457 -4.54347 2.69715 -0.1 0.0 0.0
C 0.94531 -4.68409 3.01291 0.0 0.0 0.0
C 0.01531 -3.80824 2.48055 0.0 0.0 0.0
H -2.24450 -3.57632 0.53465 0.0 0.0 -0.1
H -1.16158 -3.30309 -0.84976 0.0 0.0 0.0
H -2.60606 -2.30899 -0.66266 0.0 0.0 0.0
H -3.71645 -1.29705 1.05733 0.0 0.0 0.0
H -5.16718 -0.56603 2.89166 0.0 0.0 0.0
H -4.20242 -0.03359 5.10962 0.0 0.0 0.0
H -1.75973 -0.22856 5.46342 0.0 0.0 0.0
H -0.29858 -0.97981 3.63847 0.0 0.0 0.0
H 2.10403 -1.85082 0.67926 0.0 0.1 -0.1
H 3.75500 -3.40201 1.61333 0.0 0.0 0.0
H 3.02021 -5.23129 3.11225 0.0 0.0 0.0
H 0.62350 -5.47632 3.67658 0.0 0.0 0.0
H -1.03195 -3.91632 2.74321 0.0 0.0 0.0
C 0.36489 4.82654 -3.16044 0.1 0.2 -0.1
Ge -0.54783 3.14851 -2.79730 0.0 0.0 0.1
C -2.26855 3.61828 -1.99012 -0.2 0.0 0.1
C -0.97495 2.35296 -4.53392 0.0 -0.1 -0.3
C 0.55474 2.02016 -1.71573 -0.2 -0.6 0.6
H -0.27696 5.48512 -3.74978 0.0 0.0 0.0
H 1.27977 4.63854 -3.72527 0.0 0.0 0.0
H 0.63514 5.33716 -2.23533 0.0 0.0 0.0
H -2.70353 4.43433 -2.57195 0.0 0.0 0.0
H -2.15265 3.96036 -0.96023 0.0 0.0 0.0
H -2.98257 2.78907 -2.00798 0.0 0.0 0.0
H -1.12245 3.16361 -5.25127 0.0 -0.1 0.0
H -1.88813 1.75628 -4.50667 0.0 0.0 0.0
H -0.15993 1.72188 -4.89218 0.0 0.0 0.0
H 1.60814 2.23694 -1.94108 0.1 -0.1 0.2